One molecule with the formula C7H8O at a distorted geometry, computed with ωB97M-V/def2-TZVPD.

- E_HOMO (Eh) = -0.3122
- Kohn-Sham gap (eV) = 9.44
- energy relative to the best compared isomer or geometry (same formula, charge and spin) (kcal/mol) = 72.5
- DFT total energy (eV) = -9433.09807
- SMILES = C1=C[C@H]2C=C[C@@H]1CO2

```
! wB97M-V def2-TZVPD RIJCOSX def2/J DEFGRID3
* xyz 0 1
H 2.052 0.701 0.379
C -0.845 -0.742 1.115
H -0.228 1.948 0.953
H 1.990 -1.049 -1.158
C 0.042 1.583 -0.095
H -2.300 -0.517 -0.530
H -0.415 -1.705 -2.016
C -1.209 -0.409 -0.294
H 1.061 -0.631 2.055
C 1.038 0.452 0.151
C 0.433 -0.438 1.251
H -1.610 -1.136 1.746
H 0.235 2.463 -0.717
O -1.144 1.007 -0.595
C 1.050 -0.511 -0.988
C -0.150 -1.014 -1.258
*
```